Entry from OMol25: an isolated molecule of C3H3NO3 (ωB97M-V/def2-TZVPD).

Each line ends with the Löwdin charge.
Cartesian coordinates (Å):
H: -1.8607 -0.3498 -1.6921  0.082
N: -1.3114 -1.0234 -1.1563  0.206
C: -0.4736 -0.4484 -0.4190  -0.338
C: 0.4367 -1.2922 0.4700  -0.195
O: 1.1182 -2.1515 -0.0194  0.100
O: -0.3884 0.9464 -0.4253  0.055
C: 0.4830 1.6158 0.3670  -0.289
O: 1.1979 1.1347 1.1999  0.098
H: 0.3768 -1.1182 1.5537  0.127
H: 0.4214 2.6866 0.1214  0.153

Summary:
Charge ... 0
Energy relative to the best compared isomer or geometry (same formula, charge and spin) ... 41.2 kcal per mole
E_LUMO ... 0.209 eV
Multiplicity ... 1
Frontier orbital gap ... 0.393 Eh
DFT total energy ... -10790.9140 eV